{
  "formula": "C12H23MnN5O6S",
  "method": "ωB97M-V with the def2-TZVPD basis set",
  "species": ["C", "H", "H", "H", "N", "H", "H", "N", "H", "N", "C", "C", "H", "H", "C", "H", "O", "Mn", "H", "C", "C", "C", "O", "O", "H", "H", "H", "S", "C", "H", "H", "C", "H", "C", "O", "H", "H", "H", "H", "N", "O", "C", "N", "C", "H", "O", "H", "H"],
  "positions_angstrom": [[0.862359, -2.398556, -0.958577], [-0.540129, -1.102687, -4.351771], [-2.200980, -0.705031, 1.534450], [-1.034933, -4.399880, 0.866329], [-0.958030, -1.699222, 0.251941], [1.065913, 1.391985, -3.567596], [0.440583, -0.109834, -3.100750], [1.183695, -1.056360, -0.816563], [3.424278, 0.523340, 3.694051], [0.410557, 1.878495, -0.250305], [-0.898428, -4.119367, -0.189527], [0.296460, -0.707657, 2.710989], [1.490682, 1.632450, -1.704772], [1.500813, -4.311350, -1.616471], [-1.345772, 2.308258, 1.155403], [2.795340, -3.079380, -1.453682], [-2.309019, 0.348167, 1.810073], [-0.249663, 0.095253, -0.307836], [-1.881252, -4.173151, -0.685287], [2.488902, 0.190093, 3.266844], [-0.330580, -2.764149, -0.316791], [1.757699, -3.256211, -1.757001], [1.559640, 2.266709, -0.865878], [2.377710, -0.685987, -0.885906], [-1.493466, 3.654453, 2.797035], [-0.617972, 4.922649, 0.441226], [0.938711, 4.441664, -0.294609], [1.215703, -0.616129, 4.148264], [-1.520252, 0.028085, -1.866659], [2.742367, 0.780299, 1.169200], [-2.760831, 3.830804, 1.582196], [-0.238028, 2.834122, 0.442579], [0.745286, 4.423243, 1.474532], [2.132652, 0.329725, 1.944418], [-0.287302, -1.132744, -3.414034], [-1.272063, -0.733798, -2.718989], [-2.803726, 2.444025, 2.705504], [-1.517061, 1.047857, -2.251014], [-0.241571, -4.860426, -0.660236], [0.885397, -0.173988, 1.643172], [0.976390, 0.839600, -2.774112], [0.233933, 4.234059, 0.517693], [-1.493930, 0.974219, 0.946683], [-2.150915, 3.091153, 2.119289], [1.660004, -3.009190, -2.825209], [-1.915830, -1.967844, 1.101682], [-0.644844, -1.229580, 2.708597], [-2.478485, -0.218168, -1.398554]],
  "forces_ev_per_a": [[-1.5, -1.0, 0.4], [0.4, -0.1, 0.2], [-0.5, 0.1, 0.0], [0.0, 0.1, -0.3], [0.0, -0.3, -0.2], [-0.1, -0.3, 0.3], [-0.1, -0.2, -0.3], [-0.3, -0.3, 0.1], [-0.2, -0.1, 0.2], [0.1, 4.1, 0.7], [-0.2, -0.7, -0.1], [1.4, 0.5, -0.6], [0.3, 0.0, -0.1], [0.2, 0.2, -0.1], [-1.0, -3.6, 0.0], [-0.1, -0.1, -0.1], [-0.1, -0.2, -0.8], [-0.9, -1.9, 0.0], [0.2, 0.0, 0.2], [-0.5, -0.1, -0.7], [1.9, 0.7, -0.9], [0.2, -0.4, -0.1], [-0.6, -0.3, 0.0], [0.8, 0.2, -0.4], [-0.2, -0.2, -0.1], [0.2, -0.1, 0.1], [-0.2, -0.1, 0.2], [0.7, 0.5, -0.8], [-2.4, 1.1, 2.2], [-0.2, -0.1, 0.0], [0.1, -0.2, 0.1], [2.0, -2.0, -1.9], [-0.1, -0.1, -0.2], [-0.2, -0.3, 1.3], [1.9, -1.5, -3.0], [0.3, 0.4, 1.1], [0.1, 0.1, -0.1], [0.0, 0.2, 0.1], [-0.2, 0.2, 0.1], [-0.3, -0.3, 1.9], [0.5, 0.6, -0.9], [0.1, 0.4, -0.1], [-0.8, 3.7, 2.1], [-0.1, 0.3, 0.2], [0.0, 0.0, 0.3], [-0.1, 0.6, -0.3], [0.0, 0.1, -0.1], [-0.2, 0.3, 0.2]],
  "mulliken_spin": [0.234, 0.004, 0.005, 0.001, 0.337, 0.003, -0.007, 0.283, -0.001, -0.089, 0.003, 0.008, 0.008, 0.001, 0.003, 0.010, 0.020, 3.483, 0.004, 0.002, 0.045, 0.033, -0.006, 0.506, 0.000, 0.002, 0.001, 0.005, -0.435, 0.002, -0.001, 0.084, 0.008, 0.010, 0.031, 0.076, 0.000, 0.019, -0.001, 0.006, 0.000, -0.004, 0.026, 0.002, 0.016, 0.234, -0.008, 0.038],
  "orbital_gap_ev": [4.991, 6.244],
  "spin_multiplicity": 6,
  "e_lumo_ev": [-0.9, -1.3]
}

---

{
  "formula": "C12H23N2O2P2RhS",
  "method": "ωB97M-V with the def2-TZVPD basis set",
  "species": ["H", "C", "N", "C", "H", "C", "H", "H", "O", "H", "H", "C", "C", "P", "H", "H", "H", "O", "C", "H", "C", "H", "H", "S", "N", "C", "H", "H", "C", "H", "C", "H", "C", "H", "Rh", "H", "C", "H", "H", "H", "H", "P", "H"],
  "positions_angstrom": [[3.355920, 1.687989, -2.591745], [3.052249, 0.509185, 0.892430], [-0.164918, -1.163303, -1.603841], [-1.350578, -1.488152, -2.133835], [0.633135, 3.133078, -1.791453], [1.916345, -2.188296, 0.999328], [1.960189, -2.242471, -3.996260], [-3.309940, 1.746944, 1.163880], [0.383764, 3.267619, -0.841544], [-0.205266, -3.305254, -4.792241], [-2.537551, 3.008973, -1.442416], [-0.244815, -0.031142, 2.827448], [2.190496, -1.369707, -1.421572], [1.786719, -0.552297, 0.163617], [1.043363, 3.761267, -0.377545], [-1.787037, 2.042414, -2.732199], [3.229533, 1.390494, 0.252694], [2.773238, 2.458229, -2.864846], [-3.579712, 0.931441, 0.487701], [0.558475, 1.593439, -0.170535], [1.006343, -2.080343, -3.502888], [-3.552196, 1.915529, -2.392323], [1.511272, -2.109231, 2.013087], [-0.319126, 1.363759, 1.893988], [-0.162481, -0.941974, 3.568286], [1.036280, -1.516634, -2.204162], [-3.234626, -0.649792, -2.516203], [-2.366816, -2.439257, -3.784514], [-2.557165, 2.050155, -1.959460], [2.743443, 0.798132, 1.913820], [-1.389438, -2.262573, -3.300307], [2.754845, 2.303373, -3.844944], [-2.615657, -0.840769, -1.628826], [1.342542, -2.897158, 0.383836], [-0.191018, 0.258039, -0.046438], [3.961991, -0.099427, 0.957112], [-0.199836, -2.605946, -3.935192], [-3.133457, -1.541267, -0.955197], [3.184804, -1.391425, -1.870199], [-3.700682, 0.000149, 1.044484], [-4.516416, 1.168427, -0.026475], [-2.293442, 0.757647, -0.745745], [2.986927, -2.429665, 0.947994]],
  "forces_ev_per_a": [[-0.9, 1.5, -0.2], [0.5, -0.3, -0.3], [-0.7, -0.6, 0.3], [0.4, 0.4, -1.2], [0.3, 0.5, 1.3], [-0.6, 0.7, 0.3], [-0.3, -0.2, -0.1], [-0.2, -0.1, 0.0], [-1.0, -0.8, -1.3], [-0.1, 0.8, 0.3], [0.1, 0.1, 0.0], [-0.1, -0.5, 1.3], [0.0, 2.4, -0.6], [3.2, -2.1, 0.0], [0.9, 0.8, -0.1], [-0.1, 0.0, 0.0], [-0.1, -0.3, 0.4], [0.8, -2.1, -0.8], [-0.3, 0.1, -0.1], [0.8, 1.3, -0.5], [0.1, -0.6, 1.2], [0.1, 0.1, -0.1], [0.3, -0.5, 0.0], [-0.3, -0.1, 2.0], [-0.1, 1.1, -1.2], [-0.5, -0.2, -0.4], [-0.2, -0.1, 0.4], [0.7, -0.3, 0.5], [-0.2, 0.2, 0.0], [0.1, -0.1, -0.5], [-0.5, 0.2, -0.2], [-0.1, 0.6, 1.1], [0.1, -0.2, 0.0], [0.2, 0.1, 0.4], [-1.2, -1.2, -0.6], [0.0, 0.3, 0.1], [0.1, -0.5, -0.9], [0.0, 0.3, -0.2], [-0.2, -0.4, 0.2], [0.0, 0.1, 0.1], [0.0, 0.0, 0.2], [-0.9, -0.4, -0.8], [-0.3, -0.1, 0.3]],
  "mulliken_spin": [0.001, 0.048, 0.097, 0.087, -0.001, 0.060, 0.003, -0.008, 0.072, 0.002, 0.003, -0.112, 0.592, -0.037, -0.013, -0.003, -0.016, 0.003, 0.015, 0.088, 0.214, 0.006, 0.011, 0.724, 0.332, -0.069, 0.000, 0.003, 0.021, -0.009, 0.154, 0.000, -0.014, -0.008, 1.726, 0.005, -0.031, 0.011, -0.014, -0.002, 0.001, 0.056, 0.004],
  "orbital_gap_ev": [6.912, 6.344],
  "spin_multiplicity": 5,
  "e_lumo_ev": [-6.6, -10.0],
  "total_charge": 2
}

---

{
  "formula": "C12H23OS2Si",
  "method": "ωB97M-V with the def2-TZVPD basis set",
  "species": ["C", "C", "H", "H", "C", "S", "H", "H", "H", "H", "H", "C", "H", "H", "H", "C", "O", "H", "H", "H", "C", "C", "H", "H", "H", "H", "H", "C", "C", "C", "H", "C", "S", "H", "H", "Si", "H", "H", "C"],
  "positions_angstrom": [[1.220713, -0.676510, 0.616217], [2.860888, 4.699459, -1.867412], [0.852177, -2.536045, -2.201791], [-0.579308, -1.508531, -1.946947], [-0.063805, -2.416237, -1.600911], [1.564631, 3.427872, -2.085858], [-5.203688, -2.655848, 1.111259], [1.597861, -3.716359, 1.814085], [0.619064, -4.714178, 0.696315], [3.891031, 4.347951, -2.093356], [1.705170, 5.867447, -0.531860], [-3.095574, -3.029675, 1.387666], [2.179362, -4.060978, 0.177468], [-3.335631, -2.892856, 2.452191], [2.153197, -0.485134, 0.076375], [1.286492, -3.847739, 0.772652], [-0.806060, -2.251487, 1.331922], [-2.734247, -4.060955, 1.269223], [-4.351804, -3.355466, -0.303516], [0.524906, 0.138823, 0.394477], [-2.066576, -1.988503, 1.018151], [2.706363, 5.422496, -0.527648], [3.436492, 6.241824, -0.465393], [-1.972246, -0.054343, -0.019429], [-4.290537, -1.098377, -1.057271], [2.590160, 5.415488, -2.663007], [-0.701351, -3.289651, -1.805622], [-3.973491, -1.187814, -0.008990], [-2.540768, -0.931629, 0.284731], [1.483284, 2.578898, -0.643597], [2.520107, 5.219912, 1.578241], [-4.273517, -2.636360, 0.521864], [1.488254, 3.300447, 0.874232], [3.793599, 4.136438, 0.929417], [1.423511, 1.496608, -0.703853], [0.441956, -2.307413, 0.195002], [-4.583695, -0.507089, 0.604327], [1.435513, -0.660693, 1.690574], [2.797557, 4.576199, 0.730073]],
  "forces_ev_per_a": [[0.9, 0.3, -0.2], [-0.3, 1.2, 0.2], [-0.2, 0.0, 0.1], [0.1, -0.3, 0.1], [0.0, 0.1, -0.1], [1.3, -1.2, -1.1], [0.2, -0.1, -0.5], [-0.1, -0.1, -0.1], [0.0, 0.3, 0.0], [-0.9, -0.4, 0.2], [0.2, 0.2, 0.0], [0.3, 0.6, 0.6], [0.0, -0.1, 0.1], [0.1, -0.2, -0.1], [0.1, 0.0, 0.0], [0.7, 0.1, -0.2], [1.0, -0.1, 0.1], [0.0, 0.3, -0.1], [-0.2, 0.3, 0.1], [-0.2, -0.2, 0.1], [-1.0, 1.0, -1.6], [-0.2, 0.2, -0.2], [-0.1, -0.3, 0.0], [-0.1, -0.3, 0.0], [0.2, 0.2, 0.2], [0.2, -0.3, 0.3], [0.1, 0.3, 0.1], [-1.4, 0.0, 0.6], [0.8, -2.1, 1.0], [0.5, 1.4, 0.3], [0.4, -0.2, -0.1], [-0.4, 0.1, -0.3], [1.2, -1.3, 0.3], [-0.7, -0.1, -0.2], [-1.3, 0.0, 0.0], [-0.9, -0.4, 0.7], [-0.1, 0.1, -0.5], [0.0, 0.0, -0.2], [-0.4, 0.8, 0.3]],
  "nbo_charge": [-1.147, -0.526, 0.244, 0.243, -1.150, 0.528, 0.214, 0.251, 0.259, 0.266, 0.228, -0.467, 0.237, 0.217, 0.215, -1.143, -0.844, 0.218, 0.206, 0.208, 0.368, -0.439, 0.258, 0.195, 0.209, 0.265, 0.261, -0.420, -0.342, -0.429, 0.263, -0.386, 0.541, 0.261, 0.297, 1.903, 0.197, 0.261, -0.521],
  "orbital_gap_ev": 3.658,
  "e_lumo_ev": -6.4,
  "total_charge": 1
}